# 1
{
  "formula": "C37H35ClF4N7V",
  "method": "ωB97M-V/def2-TZVPD",
  "de_lowest_kcal_mol": 10.11,
  "s_squared": 2.02,
  "e_homo_ha": [-0.260, -0.260],
  "e_lumo_ev": [0.34, 0.39],
  "multiplicity": 3,
  "homo_lumo_gap_ev": [7.415, 7.467],
  "fmax_ha_per_bohr": 0.0264,
  "symbols": ["V", "C", "C", "C", "C", "C", "N", "C", "C", "C", "C", "C", "C", "C", "N", "C", "C", "C", "N", "C", "C", "N", "C", "C", "C", "N", "H", "H", "H", "H", "H", "H", "H", "H", "H", "H", "H", "H", "H", "H", "H", "H", "H", "H", "C", "N", "C", "C", "C", "N", "C", "C", "F", "C", "F", "C", "C", "F", "C", "F", "H", "H", "H", "H", "H", "H", "H", "H", "H", "H", "H", "Cl", "C", "C", "C", "C", "C", "C", "C", "H", "H", "H", "H", "H", "H"],
  "xyz": [[-0.061, -0.032, -0.157], [-0.700, -6.538, 1.727], [-0.597, -5.045, 1.622], [0.231, -4.321, 2.475], [0.285, -2.948, 2.402], [-0.443, -2.221, 1.457], [-0.476, -0.814, 1.489], [-1.044, -0.325, 2.674], [-1.846, -1.186, 3.459], [-2.323, -0.862, 4.709], [-2.079, 0.392, 5.251], [-2.561, 0.769, 6.624], [-1.425, 1.303, 4.447], [-0.917, 0.982, 3.187], [-0.360, 2.045, 2.441], [-0.022, 3.271, 2.910], [0.263, 4.060, 1.826], [0.083, 3.220, 0.721], [-0.293, 2.010, 1.105], [-1.255, -2.955, 0.588], [-1.322, -4.341, 0.677], [-2.056, -2.266, -0.354], [-3.196, -2.717, -0.924], [-3.652, -1.737, -1.770], [-2.717, -0.703, -1.661], [-1.761, -1.027, -0.796], [-0.510, -6.866, 2.749], [0.033, -7.018, 1.081], [-1.687, -6.889, 1.426], [0.819, -4.838, 3.222], [0.863, -2.388, 3.123], [-2.087, -2.162, 3.067], [-2.901, -1.593, 5.261], [-2.743, -0.121, 7.223], [-3.496, 1.331, 6.570], [-1.826, 1.390, 7.136], [-1.329, 2.316, 4.810], [0.012, 3.519, 3.953], [0.563, 5.092, 1.827], [0.207, 3.477, -0.316], [-1.940, -4.891, -0.021], [-3.615, -3.677, -0.688], [-4.539, -1.757, -2.377], [-2.735, 0.236, -2.181], [2.825, -0.362, 2.907], [2.501, 0.611, 1.876], [2.992, 1.912, 2.303], [3.110, 0.201, 0.621], [2.791, 1.072, -0.585], [1.375, 1.132, -0.935], [1.051, 1.824, -2.037], [-0.308, 2.097, -2.344], [-1.270, 1.703, -1.437], [-0.749, 2.776, -3.453], [-2.073, 2.947, -3.615], [0.127, 3.291, -4.384], [1.468, 3.094, -4.113], [2.371, 3.599, -4.965], [1.923, 2.398, -3.012], [3.268, 2.283, -2.913], [3.891, -0.323, 3.186], [2.605, -1.365, 2.547], [2.224, -0.164, 3.797], [4.094, 1.931, 2.363], [2.601, 2.137, 3.295], [2.663, 2.690, 1.618], [2.765, -0.813, 0.411], [4.211, 0.183, 0.718], [3.376, 0.640, -1.403], [3.173, 2.085, -0.413], [-0.211, 3.810, -5.267], [1.843, -7.352, -1.861], [1.494, -5.654, -1.687], [0.455, -5.090, -2.404], [0.237, -3.725, -2.324], [1.040, -2.887, -1.539], [0.888, -1.420, -1.601], [2.044, -3.508, -0.783], [2.273, -4.870, -0.851], [-0.171, -5.711, -3.032], [-0.565, -3.289, -2.911], [0.329, -1.172, -2.511], [1.898, -1.022, -1.697], [2.678, -2.909, -0.141], [3.067, -5.318, -0.268]],
  "forces_ev_per_angstrom": [[0.235, 1.047, -0.733], [0.044, 0.006, -0.083], [-0.082, 0.087, 0.003], [-0.005, 0.022, 0.066], [0.175, 0.175, -0.180], [-0.329, -0.699, -0.045], [-0.033, -0.204, 1.340], [-0.242, 0.034, 0.506], [0.111, 0.063, -0.120], [0.009, 0.088, -0.045], [-0.016, -0.035, 0.041], [-0.061, 0.038, -0.093], [0.027, -0.012, -0.030], [-0.235, -0.385, 0.008], [0.232, 0.376, 0.206], [0.064, 0.167, -0.152], [-0.065, -0.066, -0.003], [-0.077, 0.192, 0.139], [-0.221, -0.524, -0.270], [0.500, 0.166, 0.377], [-0.033, -0.026, -0.217], [-0.334, -0.212, -0.143], [-0.084, 0.209, -0.144], [0.071, -0.104, 0.041], [-0.269, -0.215, -0.017], [-0.615, -0.236, -0.357], [-0.023, -0.027, 0.003], [0.077, -0.078, -0.077], [-0.006, -0.013, 0.013], [-0.018, -0.025, 0.026], [0.051, 0.013, 0.024], [0.058, -0.050, 0.021], [-0.008, -0.017, 0.014], [0.014, 0.017, 0.052], [-0.001, 0.011, 0.031], [-0.019, -0.006, 0.061], [0.026, 0.017, -0.012], [-0.014, -0.130, 0.055], [0.028, 0.018, 0.016], [0.025, -0.138, -0.045], [-0.012, -0.017, -0.049], [0.066, -0.034, 0.101], [-0.006, -0.011, -0.022], [0.173, 0.091, 0.102], [-0.122, 0.073, -0.057], [0.170, 0.052, 0.111], [-0.028, -0.030, -0.060], [-0.221, 0.122, -0.084], [0.114, -0.178, 0.007], [0.624, 0.631, -0.047], [-0.035, 0.424, -0.486], [0.011, 0.090, -0.081], [0.468, -0.362, -0.067], [0.045, 0.038, -0.103], [-0.031, -0.042, 0.055], [-0.006, -0.034, 0.065], [-0.248, 0.037, -0.009], [0.095, -0.075, 0.027], [0.035, -0.023, 0.051], [-0.027, -0.003, 0.012], [0.001, -0.035, 0.000], [-0.009, -0.038, 0.007], [0.028, -0.040, 0.042], [0.001, -0.002, -0.020], [-0.035, 0.038, -0.014], [0.010, 0.035, 0.023], [0.075, -0.072, 0.021], [-0.011, -0.099, -0.052], [0.043, 0.083, 0.058], [0.047, -0.061, -0.092], [0.004, 0.028, 0.000], [-0.040, -0.095, 0.086], [-0.017, 0.060, 0.102], [-0.078, -0.077, -0.010], [0.006, 0.032, 0.147], [-0.195, -0.324, -0.263], [0.185, -0.012, 0.506], [-0.196, 0.035, -0.031], [0.011, -0.044, 0.003], [0.050, -0.015, -0.036], [0.022, 0.039, -0.032], [0.093, 0.177, -0.022], [-0.062, 0.091, -0.132], [0.030, 0.051, 0.010], [0.016, -0.045, -0.041]]
}

=====

# 2
{
  "formula": "C37H35NO2",
  "method": "ωB97M-V/def2-TZVPD",
  "smiles": "COc1ccc(C=C2C=C(c3ccccc3)C(=O)C(c3ccccc3)=C2)cc1.c1ccc(C[C@H]2CCCN2)cc1",
  "e_homo_ha": -0.282,
  "e_lumo_ev": -0.99,
  "homo_lumo_gap_ev": 6.680,
  "fmax_ha_per_bohr": 0.0614,
  "symbols": ["C", "C", "C", "C", "C", "C", "C", "C", "C", "N", "C", "C", "H", "H", "H", "H", "H", "H", "H", "H", "H", "H", "H", "H", "H", "H", "H", "C", "O", "C", "C", "C", "C", "C", "C", "C", "C", "C", "C", "C", "C", "C", "C", "C", "O", "C", "C", "C", "C", "C", "C", "C", "C", "C", "C", "H", "H", "H", "H", "H", "H", "H", "H", "H", "H", "H", "H", "H", "H", "H", "H", "H", "H", "H", "H"],
  "xyz": [[5.166, -2.389, -2.327], [4.723, -3.648, -2.752], [3.517, -4.164, -2.271], [2.741, -3.441, -1.360], [1.400, -4.004, -0.922], [0.249, -3.337, -1.662], [-1.145, -3.979, -1.538], [-2.082, -2.859, -2.040], [-1.216, -1.579, -2.069], [-0.015, -1.961, -1.318], [3.190, -2.182, -0.929], [4.386, -1.647, -1.431], [6.114, -1.993, -2.695], [5.314, -4.234, -3.457], [3.159, -5.144, -2.600], [1.360, -5.073, -1.165], [1.249, -3.875, 0.157], [0.520, -3.375, -2.741], [-1.223, -4.920, -2.088], [-1.365, -4.174, -0.479], [-2.508, -3.078, -3.026], [-2.907, -2.729, -1.330], [-0.978, -1.304, -3.120], [-1.713, -0.720, -1.605], [0.772, -1.330, -1.448], [2.599, -1.618, -0.202], [4.706, -0.651, -1.116], [-7.493, -0.159, 0.925], [-6.662, -0.395, 2.077], [-5.320, -0.494, 1.910], [-4.567, -0.757, 3.087], [-3.202, -0.866, 3.018], [-2.502, -0.621, 1.799], [-1.068, -0.608, 1.754], [-0.304, 0.515, 1.385], [1.097, 0.542, 1.678], [1.886, 1.651, 1.501], [3.334, 1.611, 1.796], [4.018, 0.369, 1.908], [5.405, 0.310, 2.068], [6.160, 1.488, 2.143], [5.501, 2.722, 2.097], [4.116, 2.773, 1.946], [1.214, 2.911, 1.052], [1.742, 4.026, 1.210], [-0.153, 2.791, 0.467], [-0.779, 3.878, -0.308], [-1.918, 3.614, -1.116], [-2.572, 4.634, -1.808], [-2.080, 5.946, -1.764], [-0.930, 6.221, -1.011], [-0.298, 5.202, -0.300], [-0.880, 1.668, 0.774], [-3.279, -0.368, 0.638], [-4.661, -0.354, 0.664], [-8.502, -0.125, 1.335], [-7.242, 0.794, 0.441], [-7.400, -0.980, 0.202], [-5.119, -0.867, 4.019], [-2.631, -1.117, 3.914], [-0.518, -1.425, 2.216], [1.516, -0.360, 2.128], [3.468, -0.571, 1.843], [5.900, -0.661, 2.121], [7.248, 1.439, 2.229], [6.064, 3.653, 2.179], [3.620, 3.739, 1.919], [-2.286, 2.589, -1.210], [-3.464, 4.400, -2.391], [-2.583, 6.740, -2.319], [-0.525, 7.233, -0.973], [0.588, 5.426, 0.284], [-1.951, 1.659, 0.575], [-2.768, -0.209, -0.310], [-5.228, -0.196, -0.261]],
  "forces_ev_per_angstrom": [[-0.340, -0.165, 0.024], [-0.064, 0.171, 0.220], [0.118, 0.197, -0.011], [0.002, 0.029, 0.064], [0.002, 0.220, 0.143], [-0.077, -0.306, -1.138], [0.329, 0.300, 0.360], [-0.294, 0.038, 0.151], [0.413, -0.102, -0.359], [-0.259, 0.573, 0.597], [0.282, -0.152, -0.322], [-0.108, -0.248, 0.048], [-0.297, -0.061, 0.088], [-0.118, 0.190, 0.201], [0.184, 0.316, 0.057], [0.059, 0.170, 0.185], [0.043, -0.081, -0.076], [-0.044, -0.217, 0.074], [-0.014, 0.162, 0.010], [0.157, -0.064, -0.199], [0.093, 0.066, 0.225], [0.018, -0.048, -0.236], [-0.079, -0.099, 0.377], [0.264, -0.187, -0.235], [-0.220, -0.224, -0.145], [0.167, -0.111, -0.205], [-0.058, -0.349, -0.029], [0.432, -0.110, 0.476], [-0.106, 0.004, -0.405], [0.658, -0.023, -0.267], [-0.922, 0.176, -0.804], [0.932, 0.003, -0.675], [-2.153, -0.246, -0.539], [2.225, 2.242, 0.075], [-1.265, -2.060, 0.681], [1.060, 0.546, -0.029], [-0.957, -0.785, 0.174], [1.135, -0.306, 0.300], [0.015, 0.434, -0.149], [-0.217, 0.268, 0.016], [-0.267, 0.141, -0.057], [0.079, -0.611, 0.060], [-0.108, 0.126, -0.112], [0.615, 1.074, 0.071], [-0.701, -1.598, -0.263], [-0.481, -1.106, 0.422], [-0.613, 0.761, -0.640], [0.311, 0.175, 0.251], [0.317, 0.097, 0.148], [0.172, -0.191, 0.207], [-0.448, -0.330, -0.294], [0.024, -0.012, 0.099], [0.034, 1.364, -0.430], [0.765, -0.277, 0.697], [-0.905, 0.139, 0.780], [0.086, 0.024, -0.220], [-0.050, -0.183, 0.132], [-0.040, 0.144, 0.140], [0.203, -0.040, -0.192], [-0.139, 0.153, -0.214], [-0.093, 0.024, 0.021], [-0.065, 0.209, -0.177], [0.205, 0.258, -0.083], [-0.164, 0.267, -0.019], [-0.351, 0.014, 0.020], [-0.149, -0.267, -0.014], [0.221, -0.323, -0.016], [0.087, 0.364, 0.007], [0.289, 0.070, 0.118], [0.143, -0.232, 0.178], [-0.124, -0.292, -0.016], [-0.309, -0.010, -0.150], [0.384, 0.022, -0.001], [-0.202, -0.073, 0.364], [0.279, -0.045, 0.461]]
}